Here is a structure of composition C57H50AsBr3NO2PRuSiTe at a distorted geometry from the OMol25 dataset. Energies are from the ωB97M-V functional and the def2-TZVPD basis.

Output
- Gap between HOMO and LUMO (spin up / spin down): 6.185 / 2.732 eV
- HOMO energy (spin up / spin down): -12.2 / -12.2 eV
- DFT total energy: -13358.13711 Ha
- Charge: +2
- ΔE to the lowest compared entry with this formula, charge and spin: 5.2 kcal per mole
- 2S+1: 5
- LUMO level (spin up / spin down): -5.968 / -9.420 eV

Last column: Mulliken charge in e.
Atoms and positions in Å:
Ru (-22.40648, -8.12632, -9.87054)  -0.5857
Br (-21.37849, -5.66841, -10.81322)  0.0666
C (-20.06800, -4.42726, -9.82071)  -0.8115
Br (-18.77151, -5.45937, -8.84513)  0.0212
H (-20.68751, -3.78941, -9.20335)  0.5220
H (-19.56807, -3.83292, -10.59314)  0.5022
C (-27.74528, -9.85654, -6.32342)  -0.4026
C (-27.41789, -10.57004, -7.46692)  -0.3978
C (-26.43801, -10.08043, -8.32700)  -0.5627
C (-25.67725, -8.94326, -7.95120)  0.9763
C (-25.84305, -8.38642, -6.68893)  -0.5010
C (-26.97364, -8.77104, -5.92265)  -0.7961
Si (-24.71098, -7.84847, -9.19942)  1.3655
C (-26.16939, -7.20065, -10.22130)  0.7815
C (-25.86067, -6.10248, -11.02542)  -0.2642
C (-26.85472, -5.31209, -11.65385)  -0.8788
C (-28.18073, -5.62044, -11.40258)  -0.4038
C (-28.54850, -6.65074, -10.54990)  -0.8960
C (-27.56894, -7.46077, -10.01244)  -0.0695
H (-28.63044, -10.13099, -5.71972)  0.4286
H (-27.97860, -11.44219, -7.76721)  0.4565
H (-26.22626, -10.62170, -9.22466)  0.4885
H (-25.14389, -7.64231, -6.33141)  0.3608
H (-27.13882, -8.23907, -4.96707)  0.4329
H (-24.52642, -6.64409, -8.28611)  -0.2909
H (-24.83720, -5.85498, -11.24300)  0.2969
H (-26.60622, -4.59904, -12.45977)  0.3831
H (-28.96526, -5.14427, -12.01184)  0.3433
H (-29.62200, -6.84684, -10.38903)  0.3745
H (-27.92328, -8.36795, -9.53300)  0.2649
Te (-22.96235, -7.87030, -12.38391)  0.3798
C (-24.74919, -8.57302, -13.44009)  0.5813
C (-25.33201, -9.77953, -13.15675)  -0.3139
C (-26.25877, -10.30827, -14.02523)  -0.6511
C (-26.61974, -9.62832, -15.17690)  -0.4832
C (-26.11748, -8.38229, -15.46745)  -0.6893
C (-25.14407, -7.84393, -14.59872)  -0.4792
C (-21.94379, -8.81460, -14.07045)  0.4516
C (-21.25218, -8.08649, -15.02618)  -0.2956
C (-20.73596, -8.71075, -16.17582)  -0.6639
C (-20.89690, -10.07535, -16.33685)  -0.6193
C (-21.59541, -10.81859, -15.37573)  -0.5801
C (-22.06152, -10.19658, -14.26075)  -0.4524
H (-25.00912, -10.31958, -12.27781)  0.5836
H (-26.70203, -11.32417, -13.83136)  0.3775
H (-27.33560, -10.14578, -15.83299)  0.3873
H (-26.45087, -7.75353, -16.31513)  0.4380
H (-24.67136, -6.87484, -14.80902)  0.3970
H (-21.08720, -7.01225, -14.89650)  0.4308
H (-20.29988, -8.10617, -16.97139)  0.4393
H (-20.52644, -10.58559, -17.22738)  0.4159
H (-21.67811, -11.89716, -15.48258)  0.4677
H (-22.63293, -10.80632, -13.55222)  0.3713
C (-20.10935, -10.79837, -11.16226)  -0.7690
C (-18.89164, -11.64543, -10.92483)  -0.2892
As (-18.91897, -13.15605, -12.15757)  0.1505
C (-19.87338, -14.54491, -11.09205)  0.0178
C (-19.33775, -15.61686, -10.37241)  0.0851
C (-20.10818, -16.39040, -9.50611)  -0.6957
C (-21.48395, -16.19153, -9.43233)  -0.5598
C (-22.04437, -15.13747, -10.12962)  -0.7014
C (-21.24659, -14.35299, -10.95890)  -0.0667
C (-17.06926, -13.74924, -11.71884)  0.0586
C (-16.15362, -13.86562, -12.76955)  -0.4136
C (-14.85350, -14.31101, -12.51811)  -0.5715
C (-14.39739, -14.47579, -11.22363)  -0.3999
C (-15.32045, -14.38090, -10.16171)  -0.8929
C (-16.61292, -14.00596, -10.42798)  0.0879
P (-20.21546, -9.31621, -9.97330)  0.9270
C (-19.75737, -10.09095, -8.39322)  1.7103
C (-18.99282, -9.34526, -7.47268)  -1.2321
C (-18.25361, -9.97945, -6.44538)  -0.9219
C (-18.51288, -11.30854, -6.21840)  -0.7090
C (-19.47867, -12.02829, -6.97152)  -0.6367
C (-20.07246, -11.43907, -8.05413)  -1.1852
C (-18.69634, -8.52859, -10.48429)  0.9962
C (-17.42507, -8.70287, -9.92041)  0.0484
C (-16.41391, -7.77773, -10.16219)  -0.9795
C (-16.62343, -6.76451, -11.12418)  -0.6848
C (-17.79195, -6.78300, -11.86808)  -0.5452
C (-18.84493, -7.63409, -11.52291)  -0.6405
H (-21.02308, -11.40476, -10.98731)  0.3818
H (-20.18173, -10.40720, -12.20038)  0.1832
H (-18.79932, -12.09186, -9.89743)  -0.1596
H (-17.94844, -11.14835, -11.17981)  0.7832
H (-18.27737, -15.92752, -10.46769)  0.4288
H (-19.61279, -17.17901, -8.93692)  0.4447
H (-22.12365, -16.93223, -8.98213)  0.3996
H (-23.10314, -14.89307, -10.12927)  0.4159
H (-21.61924, -13.50682, -11.55741)  0.3353
H (-16.42854, -13.41898, -13.74356)  0.2972
H (-14.19131, -14.40246, -13.37893)  0.3770
H (-13.31580, -14.63881, -11.00311)  0.3521
H (-15.10586, -14.63177, -9.12637)  0.3907
H (-17.35219, -13.96695, -9.63300)  0.4624
H (-18.87712, -8.28601, -7.58879)  0.6345
H (-17.53549, -9.41667, -5.84851)  0.5585
H (-17.95298, -11.84122, -5.43183)  0.4290
H (-19.63734, -13.06935, -6.78778)  0.6385
H (-20.78566, -11.98278, -8.66647)  0.5155
H (-17.23417, -9.62692, -9.36824)  0.4815
H (-15.46148, -7.77883, -9.65343)  0.4428
H (-15.91373, -5.94496, -11.20386)  0.4129
H (-17.93945, -6.09464, -12.73513)  0.4021
H (-19.76241, -7.63014, -12.07503)  0.2294
Br (-20.15195, -5.28300, -3.35696)  -0.1235
C (-20.91475, -6.86102, -4.01456)  0.0526
C (-21.40131, -7.86128, -3.15151)  -0.2547
N (-22.08610, -8.91987, -3.56711)  -0.6341
C (-22.25949, -9.02832, -4.90843)  -0.4241
C (-21.78857, -8.07161, -5.85312)  0.1136
C (-21.03857, -6.97282, -5.39949)  -0.2177
C (-22.01227, -8.29359, -7.30464)  1.1105
O (-21.48252, -7.40184, -8.08557)  -0.8862
O (-22.68827, -9.26661, -7.74971)  -0.8416
H (-21.31153, -7.67648, -2.07985)  0.3795
H (-22.77896, -9.89979, -5.25641)  0.6407
H (-20.54795, -6.19287, -6.00025)  0.3631

Cartesian forces (eV/Å) of the 6 atoms listed first:
1.003 -0.753 0.822
0.848 1.728 0.583
-0.072 -0.639 -0.421
-0.496 0.627 0.044
-0.012 -0.273 0.251
-0.208 -0.482 0.072

***

Here is a structure of composition C27H30AsINO2PSn at a distorted geometry from the OMol25 dataset. Energies are from the ωB97M-V functional and the def2-TZVPD basis.

Output
- Gap between HOMO and LUMO: 7.221 eV
- HOMO energy: -13.3 eV
- DFT total energy: -4340.75331 Ha
- Charge: +2
- ΔE to the lowest compared entry with this formula, charge and spin: 23.5 kcal per mole
- LUMO level: -6.106 eV

Last column: Mulliken charge in e.
Atoms and positions in Å:
Sn (-1.17645, -0.60911, 1.69831)  1.0792
I (-1.77665, 2.08959, 0.70231)  0.2946
C (-0.58305, 3.17959, -0.85109)  -0.3121
C (-1.28305, 4.26179, -1.31739)  -0.5548
C (-0.69985, 5.15139, -2.22749)  -0.9240
C (0.59305, 4.95209, -2.60899)  -0.8244
C (1.32865, 3.84609, -2.13739)  0.8867
C (2.67445, 3.72369, -2.54099)  -0.8393
C (3.45435, 2.68549, -2.12119)  -1.1935
C (2.87695, 1.69779, -1.32419)  -0.4200
C (1.55915, 1.76139, -0.90959)  1.3160
P (1.03885, 0.28259, 0.04901)  0.2775
C (2.27675, 0.33319, 1.39211)  1.2637
C (1.95425, 1.13799, 2.48531)  -0.5646
C (2.83345, 1.26629, 3.54281)  -0.7091
C (4.03575, 0.57589, 3.52861)  -0.5782
C (4.35485, -0.23271, 2.45001)  -0.8393
C (3.48585, -0.35381, 1.37951)  -0.2003
C (1.54805, -1.11791, -0.99219)  0.6160
C (1.73815, -1.04771, -2.36879)  -0.5930
C (1.98595, -2.20421, -3.09259)  -0.6757
C (2.00205, -3.43561, -2.45959)  -0.5617
C (1.79395, -3.51391, -1.08879)  -1.0219
C (1.56365, -2.36231, -0.36179)  -0.5809
C (0.73665, 2.87339, -1.25399)  0.5847
H (-2.28515, 4.44559, -0.96569)  0.4032
H (-1.26325, 5.99519, -2.59159)  0.4207
H (1.08355, 5.64419, -3.27569)  0.4253
H (3.07565, 4.48739, -3.18859)  0.4394
H (4.49155, 2.61599, -2.40999)  0.4550
H (3.48355, 0.85169, -1.03069)  0.3502
H (1.01785, 1.69329, 2.48901)  0.2576
H (2.58475, 1.90349, 4.37651)  0.4522
H (4.71825, 0.66429, 4.35821)  0.4267
H (5.28715, -0.77451, 2.44321)  0.4426
H (3.74955, -0.98451, 0.54171)  0.3897
H (1.69725, -0.09791, -2.88439)  0.4473
H (2.16925, -2.14341, -4.15449)  0.4828
H (2.18115, -4.33241, -3.02959)  0.4516
H (1.81605, -4.46931, -0.58869)  0.5273
H (1.41855, -2.41371, 0.71711)  0.4639
C (-4.72865, -0.10471, 4.29821)  -0.9573
C (-3.27845, -0.16531, 4.65161)  0.6619
N (-2.93655, 0.01539, 5.91541)  -0.3582
O (-2.41095, -0.35711, 3.77701)  -0.7026
H (-5.37765, -0.20281, 5.16151)  0.3783
H (-4.95965, -0.88391, 3.57391)  0.2523
H (-4.92545, 0.85069, 3.81111)  0.2644
H (-3.62275, 0.19309, 6.63131)  0.2117
H (-1.96485, -0.00561, 6.18911)  0.2423
C (-1.92495, -4.25981, -1.39369)  -0.7653
As (-2.67715, -2.47501, -1.38849)  0.5130
C (-4.61415, -2.53211, -1.31829)  -1.0505
C (-2.01475, -1.40011, -2.86529)  -0.6551
O (-2.16335, -1.71281, 0.01731)  -0.4200
H (-2.10115, -4.74051, -2.35439)  0.4105
H (-2.40115, -4.84331, -0.60319)  0.3724
H (-0.85125, -4.19881, -1.20929)  0.0474
H (-5.02725, -2.97501, -2.22419)  0.3976
H (-4.99585, -1.51601, -1.19569)  0.3409
H (-4.91195, -3.13401, -0.45619)  0.3462
H (-2.07925, -1.94151, -3.80699)  0.4195
H (-0.97235, -1.15441, -2.65629)  -0.0868
H (-2.60165, -0.48241, -2.93309)  0.3762

Cartesian forces (eV/Å) of the 6 atoms listed first:
0.064 -0.967 -1.036
0.210 1.181 -0.816
-0.507 -0.210 0.295
-0.184 -0.566 0.515
0.319 0.060 -0.134
-0.275 0.037 0.085